Entry 1:
Here is a 13-piece molecular cluster, C6H39N2O12 overall at a distorted geometry from OMol25. Energies are from ωB97M-V/def2-TZVPD.

Output
- energy above the lowest of the compared OMol25 structures with the same formula, charge and spin (eV) = 6.040
- net charge = +1
- strongest force on any atom (eV Å⁻¹) = 8.75
- HOMO-LUMO gap (eV) = 8.2
- lowest unoccupied orbital energy (eV) = -2.91

Last columns: bonded neighbours and bond lengths (Å).
Atoms and positions in Å:
1 C -0.85 1.23 3.65  C2 1.477, H9 1.128, H10 1.098, H11 1.077
2 C -1.43 0.57 2.47  C1 1.477, C3 1.450, N8 1.564, H12 1.148
3 C -2.38 1.50 1.87  C2 1.450, C4 1.552, H13 1.106, H14 1.071
4 C -3.27 0.82 0.80  C3 1.552, C7 1.478, H15 1.171, H16 1.082
5 N -2.82 1.91 -2.80  C6 1.458, H17 1.004, H18 1.041
6 C -3.48 1.36 -1.62  N5 1.458, C7 1.322, H19 1.060
7 C -2.75 1.03 -0.57  C4 1.478, C6 1.322, H20 1.007
8 N -0.29 0.19 1.47  C2 1.564, H21 1.022, H22 1.034, H23 0.995
9 H -0.94 0.44 4.45  C1 1.128
10 H 0.14 1.68 3.47  C1 1.098
11 H -1.37 2.17 3.75  C1 1.077
12 H -1.99 -0.41 2.69  C2 1.148
13 H -2.90 2.08 2.65  C3 1.106
14 H -1.90 2.33 1.40  C3 1.071
15 H -4.24 1.45 0.95  C4 1.171
16 H -3.40 -0.21 1.10  C4 1.082
17 H -1.89 1.52 -2.78  N5 1.004
18 H -3.20 1.85 -3.77  N5 1.041
19 H -4.54 1.27 -1.64  C6 1.060
20 H -1.75 1.00 -0.67  C7 1.007
21 H 0.59 -0.02 1.94  N8 1.022
22 H -0.15 1.00 0.85  N8 1.034
23 H -0.76 -0.62 1.11  N8 0.995
24 H 0.42 -2.68 0.32  O26 0.971
25 H 1.50 -1.66 0.75  O26 1.015
26 O 0.82 -2.32 1.13  H24 0.971, H25 1.015
27 H 3.47 0.22 -3.70  O29 0.912
28 H 2.43 -1.04 -3.95  O29 0.970
29 O 2.73 -0.26 -3.46  H27 0.912, H28 0.970
30 H 1.21 -1.71 4.20  O32 1.000
31 H 0.59 -1.67 2.83  O32 0.903
32 O 0.74 -1.13 3.53  H30 1.000, H31 0.903
33 H 0.66 -0.25 -0.96  O35 1.015
34 H -0.61 -0.35 -1.77  O35 1.047
35 O -0.23 -0.73 -0.87  H33 1.015, H34 1.047
36 H 4.21 1.19 -2.38  O38 0.963
37 H 4.40 2.22 -1.11  O38 1.006
38 O 4.57 1.30 -1.49  H36 0.963, H37 1.006
39 H -2.96 -3.26 1.44  O41 0.982
40 H -1.46 -3.54 1.91  O41 0.861
41 O -2.07 -2.95 1.72  H39 0.982, H40 0.861
42 H 0.41 -2.44 -4.01  O44 0.977
43 H -0.12 -1.14 -4.16  O44 0.947
44 O 0.54 -1.55 -3.62  H42 0.977, H43 0.947
45 H 1.97 -1.50 -1.62  O47 0.906
46 H 3.25 -1.78 -0.83  O47 0.946
47 O 2.38 -1.40 -0.81  H45 0.906, H46 0.946
48 H 1.27 1.46 -2.96  O50 0.905
49 H 0.54 2.84 -3.02  O50 0.987
50 O 1.11 2.22 -2.50  H48 0.905, H49 0.987
51 H 2.41 0.71 -0.71  O53 0.994
52 H 2.17 2.16 -0.25  O53 0.985
53 O 2.21 1.24 0.11  H51 0.994, H52 0.985
54 H -0.53 -2.52 -1.28  O56 0.963
55 H -1.16 -3.27 -0.24  O56 1.044
56 O -0.48 -3.45 -1.02  H54 0.963, H55 1.044
57 H 3.63 0.80 3.18  O59 0.906
58 H 2.68 0.87 2.01  O59 0.914
59 O 2.92 1.23 2.81  H57 0.906, H58 0.914

***

Entry 2:
Here is a 13-piece molecular cluster, C6H39NO13 overall at a distorted geometry from OMol25. Energies are from ωB97M-V/def2-TZVPD.

Output
- energy above the lowest of the compared OMol25 structures with the same formula, charge and spin (eV) = 3.845
- net charge = 0
- strongest force on any atom (eV Å⁻¹) = 2.74
- HOMO-LUMO gap (eV) = 9.6
- lowest unoccupied orbital energy (eV) = 0.01

Last columns: bonded neighbours and bond lengths (Å).
Atoms and positions in Å:
1 C -2.75 0.66 2.82  O2 1.424, C3 1.616, H9 1.109, H10 1.108
2 O -3.62 0.71 1.69  C1 1.424, H11 0.965
3 C -1.28 1.10 2.32  C1 1.616, C4 1.516, N8 1.485, H12 1.107
4 C -0.18 0.59 3.23  C3 1.516, C5 1.551, H13 1.100, H14 1.085
5 C 0.25 -0.82 2.76  C4 1.551, C6 1.510, H15 1.085, H16 1.142
6 C 1.04 -0.70 1.48  C5 1.510, C7 1.597, H17 1.073, H18 1.097
7 C 2.49 -0.04 1.67  C6 1.597, H19 1.090, H20 1.101, H21 1.106
8 N -1.31 2.59 2.33  C3 1.485, H22 0.993, H23 0.991
9 H -2.84 -0.33 3.30  C1 1.109
10 H -3.20 1.43 3.46  C1 1.108
11 H -3.13 1.17 0.99  O2 0.965
12 H -1.18 0.74 1.28  C3 1.107
13 H -0.54 0.73 4.27  C4 1.100
14 H 0.72 1.19 3.12  C4 1.085
15 H 0.82 -1.14 3.63  C5 1.085
16 H -0.70 -1.43 2.56  C5 1.142
17 H 1.28 -1.67 1.07  C6 1.073
18 H 0.47 -0.21 0.69  C6 1.097
19 H 3.04 -0.13 0.74  C7 1.090
20 H 3.04 -0.56 2.46  C7 1.101
21 H 2.51 0.99 2.08  C7 1.106
22 H -0.65 3.04 2.92  N8 0.993
23 H -2.06 3.01 1.84  N8 0.991
24 H -1.56 1.86 -4.49  O26 0.959
25 H -0.33 1.94 -3.62  O26 0.983
26 O -0.76 1.36 -4.28  H24 0.959, H25 0.983
27 H -2.39 2.61 -2.89  O29 0.978
28 H -1.92 4.11 -2.81  O29 0.970
29 O -2.55 3.51 -3.24  H27 0.978, H28 0.970
30 H 0.84 -2.99 -0.73  O32 0.966
31 H -0.40 -2.83 -0.01  O32 0.947
32 O -0.01 -2.53 -0.82  H30 0.966, H31 0.947
33 H 0.56 4.05 -2.57  O35 0.951
34 H 0.61 2.71 -1.79  O35 0.976
35 O 0.62 3.11 -2.68  H33 0.951, H34 0.976
36 H -1.55 -0.47 -0.36  O38 0.968
37 H -1.34 0.14 -1.75  O38 0.965
38 O -1.56 0.37 -0.84  H36 0.968, H37 0.965
39 H -1.31 -3.45 4.59  O41 0.964
40 H -0.28 -2.38 4.65  O41 0.974
41 O -0.35 -3.35 4.63  H39 0.964, H40 0.974
42 H 2.76 0.41 -3.71  O44 0.958
43 H 2.28 1.36 -2.56  O44 0.971
44 O 2.90 0.64 -2.79  H42 0.958, H43 0.971
45 H -0.38 -4.81 -2.60  O47 0.963
46 H 0.78 -3.95 -2.87  O47 0.975
47 O 0.32 -4.72 -3.26  H45 0.963, H46 0.975
48 H 0.74 0.89 -5.36  O50 0.961
49 H 2.04 1.63 -5.12  O50 0.966
50 O 1.69 0.82 -5.52  H48 0.961, H49 0.966
51 H 2.44 -1.21 -1.28  O53 0.976
52 H 2.73 -1.79 -2.60  O53 0.976
53 O 2.62 -2.09 -1.68  H51 0.976, H52 0.976
54 H 0.23 2.93 0.91  O56 0.958
55 H -0.02 1.81 -0.16  O56 0.988
56 O 0.39 2.70 0.00  H54 0.958, H55 0.988
57 H -0.12 -5.04 1.19  O59 0.991
58 H 0.43 -4.09 2.11  O59 0.969
59 O -0.37 -4.16 1.57  H57 0.991, H58 0.969

***

Entry 3:
Here is an isolated molecule of C6H3BrClO3P from OMol25. Energies are from ωB97M-V/def2-TZVPD.

Output
- net charge = 0
- strongest force on any atom (eV Å⁻¹) = 0.61
- HOMO-LUMO gap (eV) = 8.0
- lowest unoccupied orbital energy (eV) = -1.50
- SMILES string = O=C1C=CC(=O)C(P(O)Cl)=C1Br

Last columns: bonded neighbours and bond lengths (Å).
Atoms and positions in Å:
1 O 2.14 -2.22 0.03  C2 1.199
2 C 1.44 -1.24 0.10  O1 1.199, C3 1.490, C11 1.506
3 C 1.92 0.03 0.71  C2 1.490, C4 1.333, H13 1.086
4 C 1.48 1.18 0.18  C3 1.333, C5 1.489, H14 1.087
5 C 0.33 1.14 -0.76  C4 1.489, O6 1.201, C7 1.498
6 O 0.15 1.96 -1.62  C5 1.201
7 C -0.59 -0.04 -0.62  C5 1.498, P8 1.848, C11 1.341
8 P -2.42 0.12 -0.76  C7 1.848, O9 1.633, Cl10 2.070
9 O -2.81 -0.76 0.56  P8 1.633, H15 0.969
10 Cl -2.56 2.01 0.08  P8 2.070
11 C 0.03 -1.21 -0.42  C2 1.506, C7 1.341, Br12 1.870
12 Br -0.78 -2.86 -0.78  C11 1.870
13 H 2.62 -0.01 1.54  C3 1.086
14 H 1.95 2.13 0.39  C4 1.087
15 H -2.89 -0.21 1.36  O9 0.969